Entry 1:
{
  "formula": "C23H23BrFIrN4O3S",
  "method": "the ωB97M-V functional and the def2-TZVPD basis",
  "symbols": ["Ir", "C", "C", "N", "C", "C", "C", "O", "O", "C", "O", "C", "C", "C", "F", "C", "C", "C", "N", "C", "C", "N", "C", "C", "H", "H", "H", "H", "H", "H", "H", "H", "H", "H", "H", "H", "H", "H", "H", "H", "H", "H", "S", "C", "N", "C", "C", "C", "C", "C", "C", "H", "H", "H", "H", "H", "Br"],
  "positions_angstrom": [[2.9926, 3.1220, 0.2465], [-1.6825, -1.8567, 4.0743], [-0.2932, -2.2402, 3.5990], [0.2515, -1.3073, 2.5553], [1.0250, -0.2911, 2.9441], [1.4936, 0.7151, 2.1305], [2.3654, 1.6972, 2.8114], [2.7964, 1.5524, 3.9146], [2.6215, 2.8356, 2.0831], [1.1103, 0.7367, 0.7822], [1.4388, 1.6393, -0.0798], [0.2886, -0.3808, 0.3188], [-0.0842, -0.4766, -1.0356], [-0.8157, -1.5197, -1.4784], [-1.1245, -1.6101, -2.7776], [-1.2268, -2.5739, -0.6014], [-0.8719, -2.4574, 0.7567], [-0.1216, -1.3939, 1.2150], [-1.9317, -3.6751, -1.0326], [-2.6039, -3.7363, -2.3581], [-3.5346, -4.9492, -2.4174], [-4.1100, -5.2062, -1.0390], [-3.0285, -5.6853, -0.0788], [-1.7024, -5.0078, -0.4333], [-2.0177, -2.5600, 4.8399], [-2.4093, -1.8668, 3.2565], [-1.6762, -0.8579, 4.5161], [-0.2642, -3.2494, 3.1977], [0.4263, -2.2172, 4.4114], [1.3225, -0.2758, 3.9861], [0.2455, 0.2807, -1.7368], [-1.2180, -3.2099, 1.4508], [-1.8903, -3.8260, -3.1710], [-3.1657, -2.8230, -2.5105], [-3.0279, -5.8615, -2.7141], [-4.3492, -4.7700, -3.1096], [-4.8625, -5.8892, -1.0813], [-4.5262, -4.3484, -0.6877], [-2.9489, -6.7609, -0.1921], [-3.3699, -5.4653, 0.9261], [-1.1423, -5.6083, -1.1500], [-1.0911, -4.9374, 0.4553], [0.2179, 6.5764, -1.1369], [0.7965, 5.1255, -0.4764], [2.0851, 4.8936, -0.6101], [2.7059, 5.9392, -1.2985], [4.0609, 6.0372, -1.6081], [4.4840, 7.1611, -2.2943], [3.5735, 8.1874, -2.6714], [2.2247, 8.0987, -2.3638], [1.8018, 6.9612, -1.6709], [0.1282, 4.4322, 0.0323], [4.7604, 5.2610, -1.3213], [5.5358, 7.2587, -2.5470], [3.9379, 9.0602, -3.2045], [1.5321, 8.8835, -2.6461], [4.8683, 2.4399, -0.9692]],
  "lowdin_charge": [1.201, -0.048, -0.150, 0.014, 0.069, -0.043, -0.493, 0.175, -0.261, -0.259, -0.192, -0.041, 0.090, -0.181, 0.094, -0.112, 0.061, -0.116, -0.065, -0.102, -0.061, 0.081, -0.053, -0.100, 0.096, 0.077, 0.090, 0.115, 0.131, 0.164, 0.145, 0.104, 0.136, 0.134, 0.141, 0.145, 0.188, 0.183, 0.142, 0.136, 0.141, 0.122, 1.275, -0.374, -0.128, -0.262, 0.078, 0.049, 0.040, 0.048, -0.413, 0.111, 0.073, 0.145, 0.144, 0.152, 0.165],
  "homo_ev": [-15.69, -15.67],
  "homo_lumo_gap_ev": [7.2, 3.2],
  "multiplicity": 6,
  "total_charge": 3
}

***

Entry 2:
{
  "formula": "C23H23Cl2CsN3O2S2",
  "method": "the ωB97M-V functional and the def2-TZVPD basis",
  "symbols": ["Cs", "N", "C", "S", "N", "N", "C", "C", "C", "C", "C", "C", "C", "O", "H", "H", "H", "H", "H", "H", "H", "Cl", "C", "Cl", "H", "H", "O", "S", "C", "C", "C", "C", "C", "C", "C", "C", "C", "C", "C", "C", "C", "C", "H", "H", "H", "H", "H", "H", "H", "H", "H", "H", "H", "H", "H", "H"],
  "positions_angstrom": [[-1.3796, 2.1349, 1.8075], [-0.2405, -2.1175, 4.9276], [-0.2379, -1.3124, 3.7796], [-1.8266, -0.9486, 3.1410], [0.9262, -0.9399, 3.3831], [1.0263, -0.1612, 2.2361], [1.4516, 1.0397, 2.3812], [1.7388, 1.8593, 3.5589], [2.2148, 1.3554, 4.7726], [2.5751, 2.1979, 5.8085], [2.4448, 3.5794, 5.6298], [1.9557, 4.1082, 4.4584], [1.5509, 3.2762, 3.3698], [1.0141, 3.7486, 2.3110], [-1.0589, -2.6994, 4.9939], [0.6371, -2.5951, 5.0738], [1.5599, 1.5946, 1.4481], [2.3030, 0.2836, 4.8830], [2.9466, 1.7946, 6.7421], [2.7268, 4.2503, 6.4362], [1.8456, 5.1793, 4.3298], [0.4701, 2.7831, -1.5296], [-1.0421, 2.3489, -2.3421], [-2.3454, 3.4912, -1.9266], [-1.3375, 1.3593, -2.0055], [-0.8891, 2.4013, -3.4113], [-1.7539, -0.0169, -0.4968], [-2.0313, -1.4592, -0.2116], [-2.3704, -2.2303, -1.8666], [-2.3185, -1.2340, -2.9845], [-1.2052, -1.1375, -3.8128], [-1.1807, -0.2239, -4.8578], [-2.2622, 0.6176, -5.0786], [-3.3657, 0.5477, -4.2392], [-3.3907, -0.3723, -3.2016], [-0.4101, -2.2033, 0.1568], [0.5987, -2.0189, -0.9258], [1.1573, -0.7635, -1.1534], [2.0519, -0.5771, -2.1971], [2.4238, -1.6431, -3.0063], [1.8998, -2.9058, -2.7633], [0.9888, -3.0871, -1.7325], [-3.3735, -2.6459, -1.7683], [-1.6651, -3.0447, -2.0224], [-0.3522, -1.7818, -3.6415], [-0.3070, -0.1676, -5.4957], [-2.2402, 1.3334, -5.8913], [-4.2074, 1.2132, -4.3835], [-4.2548, -0.4164, -2.5484], [-0.6029, -3.2548, 0.3826], [-0.1331, -1.6849, 1.0782], [0.8942, 0.0536, -0.4981], [2.4681, 0.4076, -2.3705], [3.1323, -1.4931, -3.8116], [2.1984, -3.7482, -3.3753], [0.5820, -4.0745, -1.5399]],
  "lowdin_charge": [0.950, 0.005, -0.942, 0.337, -0.047, -0.039, -0.256, -0.174, -0.064, -0.140, -0.136, -0.049, -0.481, -0.268, 0.033, 0.064, 0.080, 0.090, 0.077, 0.085, 0.094, 0.565, -1.003, 0.504, -0.018, 0.014, -0.635, 0.908, -0.255, -0.275, -0.027, -0.081, -0.112, -0.093, -0.047, -0.291, -0.266, -0.038, -0.074, -0.104, -0.107, -0.073, 0.084, 0.079, 0.094, 0.104, 0.101, 0.103, 0.120, 0.104, 0.023, 0.076, 0.094, 0.096, 0.097, 0.111],
  "homo_ev": -3.58,
  "homo_lumo_gap_ev": 5.6,
  "total_charge": -1,
  "de_lowest_kcal_mol": 0.0
}

***

no.,total energy (eV)
1,-122733.30694
2,-80054.95994